Record 1
DFT (ωB97M-V with the def2-TZVPD basis set) results for a structure of composition C32H31N9O2STl.

Geometry as ORCA input:
```
! RIJCOSX wB97M-V def2-TZVPD def2/J DEFGRID3
* xyz 1 1
Tl 0.404 -1.008 0.034
C 0.193 -1.949 3.382
C -1.204 -1.317 3.364
C -2.150 -1.702 2.246
C -3.175 -2.599 2.513
C -4.146 -2.843 1.556
C -4.069 -2.179 0.346
C -2.983 -1.350 0.129
N -2.043 -1.110 1.045
N 1.226 -1.348 2.505
C 2.379 -2.255 2.447
C 3.259 -2.032 1.241
C 4.439 -2.756 1.102
C 5.222 -2.546 -0.015
C 4.815 -1.614 -0.963
C 3.628 -0.948 -0.756
N 2.869 -1.150 0.331
C 1.686 -0.046 2.983
C 0.738 1.073 2.642
C 0.648 2.207 3.438
C -0.277 3.183 3.111
C -1.107 2.982 2.016
C -0.951 1.825 1.279
N -0.029 0.908 1.569
H 0.108 -2.992 3.089
H 0.567 -1.919 4.415
H -1.147 -0.233 3.415
H -1.681 -1.624 4.296
H -3.224 -3.077 3.482
H -4.953 -3.534 1.759
H -4.804 -2.324 -0.432
H -2.839 -0.884 -0.839
H 2.017 -3.282 2.406
H 2.991 -2.151 3.353
H 4.721 -3.474 1.860
H 6.138 -3.105 -0.152
H 5.397 -1.422 -1.853
H 3.239 -0.241 -1.478
H 2.650 0.169 2.514
H 1.853 -0.062 4.069
H 1.278 2.303 4.312
H -0.369 4.075 3.716
H -1.869 3.699 1.745
H -1.593 1.603 0.436
N -1.152 -2.847 -3.618
C -0.571 -1.930 -2.832
S 1.010 -2.270 -2.215
N -1.249 -0.810 -2.639
N -0.561 0.063 -1.870
C -0.562 1.317 -2.136
C -1.396 1.902 -3.216
C -0.812 2.441 -4.357
C -1.608 2.983 -5.354
C -2.987 3.003 -5.208
C -3.573 2.470 -4.068
C -2.780 1.914 -3.077
C 0.432 2.166 -1.433
C 0.369 3.555 -1.503
C 1.347 4.298 -0.865
C 2.356 3.639 -0.182
C 2.336 2.251 -0.164
N 1.407 1.531 -0.776
H -0.756 -3.767 -3.683
H -2.090 -2.680 -3.942
H 0.266 2.425 -4.470
H -1.151 3.390 -6.246
H -3.607 3.431 -5.984
H -4.649 2.479 -3.956
H -3.236 1.479 -2.195
H -0.435 4.034 -2.042
H 1.321 5.379 -0.902
H 3.146 4.179 0.320
H 3.103 1.690 0.361
O -1.395 -3.534 -0.496
N -0.610 -3.985 0.296
O 0.237 -3.148 0.793
*
```

Computed properties:
HOMO level = -10.4 eV
energy above the lowest of the compared OMol25 structures with the same formula, charge and spin = 0.419 eV
orbital gap = 7.3 eV

Atomic partial charges in e from the Löwdin method, atoms 1 to 8: atom 1 (Tl): 0.90, atom 2 (C): -0.15, atom 3 (C): -0.09, atom 4 (C): -0.27, atom 5 (C): -0.01, atom 6 (C): -0.03, atom 7 (C): -0.04, atom 8 (C): -0.14

Record 2
DFT (ωB97M-V with the def2-TZVPD basis set) results for a structure of composition C32H32AsCl2F6HoN3O2PS4SbSi at a distorted geometry.

Geometry as ORCA input:
```
! RIJCOSX wB97M-V def2-TZVPD def2/J DEFGRID3
* xyz -2 6
Ho -0.560 0.158 0.353
S 1.426 5.299 -1.637
Sb 2.435 3.391 -2.354
S -0.035 1.261 -3.097
S 1.054 1.511 -1.342
S 1.042 2.490 -4.365
O -2.571 -2.540 -1.910
C -1.537 -1.903 -1.936
O -1.327 -0.754 -1.415
C -0.289 -2.469 -2.659
P 1.146 -1.629 -1.846
C 1.594 -2.811 -0.531
C 2.931 -2.891 -0.147
C 3.312 -3.700 0.904
C 2.358 -4.428 1.596
C 1.023 -4.323 1.245
C 0.635 -3.512 0.192
C 2.420 -2.083 -3.096
C 2.871 -3.383 -3.309
C 3.781 -3.649 -4.316
C 4.254 -2.625 -5.124
C 3.817 -1.327 -4.915
C 2.906 -1.063 -3.906
H -0.322 -2.135 -3.703
H -0.243 -3.562 -2.642
H 3.672 -2.310 -0.682
H 4.350 -3.763 1.196
H 2.658 -5.055 2.423
H 0.272 -4.866 1.800
H -0.412 -3.444 -0.077
H 2.511 -4.184 -2.678
H 4.117 -4.665 -4.483
H 4.963 -2.843 -5.914
H 4.178 -0.524 -5.543
H 2.562 -0.051 -3.752
N 6.640 -0.732 3.253
C 7.509 -1.391 4.075
C 8.854 -1.232 4.335
C 9.430 -2.107 5.254
C 8.681 -3.102 5.871
C 7.332 -3.265 5.616
C 6.725 -2.394 4.713
N 5.440 -2.319 4.304
C 5.385 -1.316 3.428
C 4.212 -0.905 2.769
C 4.136 0.055 1.727
C 2.941 0.311 1.121
N 1.760 -0.278 1.434
C 1.833 -1.169 2.466
C 2.974 -1.495 3.127
H 6.847 0.060 2.670
H 9.444 -0.464 3.851
H 10.481 -2.013 5.491
H 9.168 -3.772 6.571
H 6.753 -4.038 6.096
H 5.012 0.588 1.385
H 2.903 1.051 0.325
H 0.895 -1.624 2.759
H 2.969 -2.211 3.931
F -1.771 1.931 -0.486
As -3.252 1.712 0.535
F -3.319 3.471 0.691
F -4.321 1.815 -0.843
F -4.601 1.587 1.659
F -3.187 -0.023 0.394
F -2.092 1.635 1.912
C -2.681 0.195 5.760
Si -2.540 -1.511 4.902
C -1.487 -2.617 6.068
C -4.299 -2.263 4.826
C -1.772 -1.350 3.241
C -1.241 -1.178 2.152
H -3.219 0.136 6.705
H -3.202 0.901 5.119
H -1.698 0.611 5.961
H -1.960 -2.741 7.041
H -0.505 -2.179 6.229
H -1.332 -3.605 5.644
H -4.743 -2.366 5.814
H -4.289 -3.243 4.361
H -4.950 -1.632 4.230
Cl -0.528 4.860 2.847
C 0.532 4.209 1.604
Cl 0.663 2.434 1.772
H 1.522 4.644 1.733
H 0.124 4.454 0.619
*
```

Computed properties:
HOMO level (spin up / spin down) = -0.6 / -3.2 eV
<S²> = 8.77
energy above the lowest of the compared OMol25 structures with the same formula, charge and spin = 1.881 eV
orbital gap (spin up / spin down) = 4.1 / 6.7 eV

Atomic partial charges in e from the Löwdin method, atoms 1 to 8: atom 1 (Ho): 1.19, atom 2 (S): -0.30, atom 3 (Sb): 0.39, atom 4 (S): -0.04, atom 5 (S): -0.17, atom 6 (S): -0.15, atom 7 (O): 0.05, atom 8 (C): -0.72

no.,calculated total energy (eV)
1,-66714.3537
2,-237310.6505